Here is a molecular structure, C39H40AsF6N6O6S3V from OMol25. Energies are from ωB97M-V/def2-TZVPD.

Properties
Total charge   -1
Energy relative to the best compared isomer or geometry (same formula, charge and spin)   7.5 kcal/mol
Kohn-Sham gap (alpha / beta)   6.62 / 6.57 eV
LUMO energy (alpha / beta)   0.0754 / 0.0559 Ha
2S+1   4

Each line ends with the Löwdin charge.
Atoms and positions in Å:
V 1.4406 -0.6010 -0.1640  0.62
O 5.2569 -1.4591 1.9047  0.05
C 4.7385 -2.3708 2.7485  -0.27
C 5.4965 -2.7220 3.8652  -0.02
C 5.0168 -3.6548 4.7644  -0.10
C 3.7738 -4.2566 4.5690  -0.10
C 3.0195 -3.9024 3.4656  -0.03
C 3.4824 -2.9608 2.5449  -0.08
C 2.6311 -2.5284 1.4091  -0.44
O 3.1186 -1.7872 0.4512  -0.21
N 1.3748 -2.9210 1.4288  0.11
N 0.7532 -2.3148 0.3550  -0.15
C -0.0695 -2.9713 -0.3985  -0.06
C -0.2793 -2.3602 -1.7020  -0.24
C -1.0411 -2.9289 -2.7146  0.00
C -1.0205 -2.3633 -3.9728  -0.04
C -0.2605 -1.2183 -4.1910  -0.06
C 0.4359 -0.6833 -3.1346  -0.12
N 0.4732 -1.2498 -1.9162  0.03
H 4.5670 -1.2925 1.2248  0.04
H 6.4590 -2.2440 4.0058  0.11
H 5.6148 -3.9159 5.6303  0.10
H 3.3999 -4.9874 5.2749  0.09
H 2.0463 -4.3430 3.2890  0.10
H -0.4399 -3.9495 -0.1163  0.13
H -1.6355 -3.8057 -2.4949  0.12
H -1.6118 -2.7833 -4.7763  0.12
H -0.2406 -0.7309 -5.1565  0.10
H 0.9640 0.2553 -3.2388  0.10
S 2.1166 0.5891 1.7816  0.65
C 0.9718 0.4256 3.1193  -0.63
C 1.4812 0.2857 4.4203  -0.12
C 0.6375 0.2405 5.5158  -0.10
C -0.7414 0.3425 5.3464  -0.10
C -1.2556 0.4683 4.0676  -0.13
C -0.4194 0.5002 2.9501  -0.41
As -1.1433 0.5706 1.1298  1.36
C -2.1446 -1.1342 1.1767  -0.37
C -1.9562 -2.1017 2.1594  -0.11
C -2.6123 -3.3255 2.0808  -0.09
C -3.4675 -3.6003 1.0199  -0.10
C -3.6597 -2.6426 0.0316  -0.09
C -2.9963 -1.4235 0.1062  -0.13
C -2.6269 1.7949 1.5464  -0.37
C -3.9723 1.4563 1.5043  -0.10
C -4.9475 2.4074 1.7967  -0.09
C -4.5863 3.7046 2.1280  -0.10
C -3.2395 4.0508 2.1664  -0.08
C -2.2730 3.1028 1.8703  -0.12
H 2.5554 0.2083 4.5476  0.09
H 1.0560 0.1279 6.5104  0.10
H -1.4061 0.3182 6.2015  0.09
H -2.3288 0.5313 3.9309  0.10
H -1.2729 -1.9224 2.9780  0.10
H -2.4431 -4.0685 2.8511  0.10
H -3.9678 -4.5597 0.9550  0.09
H -4.3211 -2.8404 -0.8040  0.11
H -3.1231 -0.7031 -0.6932  0.08
H -4.2777 0.4508 1.2510  0.09
H -5.9933 2.1267 1.7609  0.10
H -5.3467 4.4446 2.3475  0.10
H -2.9435 5.0607 2.4239  0.10
H -1.2282 3.3831 1.9055  0.08
C 4.5083 0.6049 -0.6368  -0.11
N 3.3998 0.5866 -1.6034  -0.26
C 3.7753 -0.3107 -2.6990  -0.10
C 3.1998 1.9198 -2.1826  -0.21
C 2.7793 3.0025 -1.2249  -0.21
N 1.4399 2.7837 -0.7083  -0.26
C 1.2204 3.5688 0.4900  -0.13
C 0.4142 3.1014 -1.6981  -0.09
H 5.3542 1.1858 -1.0326  0.10
H 4.8432 -0.4129 -0.4656  0.07
H 4.1983 1.0278 0.3163  0.03
H 4.7318 -0.0055 -3.1474  0.09
H 3.0210 -0.3047 -3.4822  0.07
H 3.8742 -1.3278 -2.3186  0.09
H 2.4430 1.8418 -2.9644  0.10
H 4.1370 2.2260 -2.6723  0.12
H 2.8432 3.9641 -1.7651  0.13
H 3.4842 3.0593 -0.3926  0.11
H 1.2210 4.6516 0.2746  0.09
H 1.9861 3.3448 1.2313  0.05
H 0.2591 3.3033 0.9249  0.03
H 0.4302 4.1718 -1.9710  0.10
H -0.5685 2.8592 -1.2967  0.06
H 0.5346 2.5167 -2.6093  0.06
F -4.8349 1.6136 -1.9505  0.14
C -3.8025 2.3588 -2.3367  -0.67
F -3.3232 3.0101 -1.2642  0.12
F -4.2052 3.2500 -3.2287  0.15
S -2.4419 1.2892 -3.0039  0.58
O -1.7887 0.7890 -1.8162  -0.36
O -1.7056 2.1776 -3.8703  -0.28
N -3.0986 0.0350 -3.7080  -0.28
S -3.9666 0.0721 -5.0373  0.58
O -5.0301 1.0392 -5.0156  -0.28
O -4.2368 -1.2843 -5.4102  -0.30
C -2.8664 0.6711 -6.4174  -0.67
F -2.9742 1.9796 -6.5973  0.14
F -1.5850 0.3638 -6.2047  0.10
F -3.2590 0.0593 -7.5436  0.12


Here is a molecular structure, C39H40BeN3O2P2S2 from OMol25. Energies are from ωB97M-V/def2-TZVPD.

Properties
Total charge   +1
Kohn-Sham gap   8.49 eV
LUMO energy   -0.0793 Ha

Each line ends with the Löwdin charge.
Atoms and positions in Å:
Be 1.3376 0.7352 0.0289  -0.14
C -3.3436 -5.9363 -0.3866  -0.42
S -3.8879 -4.2414 -0.7563  0.83
C -3.5674 -3.5696 0.9670  -0.42
C -2.2766 -2.7738 1.0140  -0.23
C -2.2694 -1.5881 -0.0269  -0.22
N -1.0544 -0.8122 -0.1288  -0.44
P 0.3188 -1.0768 -1.0705  1.05
C 0.5954 -2.8602 -0.7765  -0.33
C 1.3149 -3.1842 0.3630  -0.16
C 1.2937 -4.4562 0.8326  -0.08
C 0.6361 -5.4823 0.1367  -0.05
C -0.0634 -5.2010 -1.0276  -0.07
C -0.0597 -3.8767 -1.4754  -0.06
C -0.3609 -0.9630 -2.7338  -0.36
C 0.5147 -1.3749 -3.7360  -0.10
C 0.1949 -1.1002 -5.0637  -0.06
C -1.0277 -0.5014 -5.3531  -0.07
C -1.9407 -0.1712 -4.3368  -0.06
C -1.5823 -0.3305 -3.0068  -0.07
P -0.6380 0.4427 0.9044  1.00
C -2.0214 1.5457 0.7892  -0.34
C -2.1018 2.5037 -0.2120  -0.09
C -3.2259 3.2396 -0.3762  -0.08
C -4.2990 3.1317 0.4798  -0.06
C -4.2684 2.1586 1.4682  -0.06
C -3.1255 1.4206 1.6279  -0.11
C -0.5335 -0.2346 2.5786  -0.34
C -0.1319 -1.5569 2.7624  -0.13
C -0.0224 -2.0331 4.0266  -0.06
C -0.2525 -1.2535 5.1776  -0.04
C -0.5792 0.0754 5.0001  -0.06
C -0.7895 0.5752 3.6906  -0.10
H -3.4145 -6.5753 -1.2502  0.03
H -3.9975 -6.4016 0.3622  0.05
H -2.3558 -6.0592 -0.0355  -0.01
H -3.4122 -4.3447 1.6903  0.08
H -4.4037 -2.9761 1.2745  0.07
H -1.4423 -3.4009 0.8132  0.08
H -2.0911 -2.3763 1.9792  0.08
H -3.1259 -0.8479 0.0966  0.14
H -2.3950 -2.0402 -1.0250  0.07
H 1.8731 -2.4133 0.9390  0.06
H 1.7422 -4.6715 1.8034  0.12
H 0.5535 -6.4666 0.5316  0.10
H -0.6075 -6.0246 -1.3790  0.09
H -0.7079 -3.5279 -2.3329  0.13
H 1.4351 -1.8136 -3.4931  0.10
H 0.9249 -1.2284 -5.9138  0.13
H -1.2710 -0.3750 -6.3837  0.10
H -2.9129 0.2896 -4.6422  0.12
H -2.1691 -0.0066 -2.1914  0.08
H -1.2760 2.7103 -0.9005  0.12
H -3.3071 4.0160 -1.1504  0.13
H -5.1843 3.7072 0.3155  0.11
H -5.0959 2.0524 2.2058  0.13
H -3.0821 0.7135 2.4339  0.10
H 0.0799 -2.1411 1.8393  0.07
H 0.1480 -3.0915 4.1782  0.12
H -0.1231 -1.7253 6.1200  0.10
H -0.8180 0.8095 5.7237  0.10
H -1.1230 1.5984 3.6131  0.11
O 1.7731 1.3958 -2.8210  0.08
C 1.8986 2.2204 -1.9442  -0.51
O 1.7904 1.9945 -0.6328  -0.15
C 2.2167 3.6242 -2.3364  -0.13
C 2.4595 4.5832 -1.3663  -0.04
C 2.8049 5.8812 -1.7581  -0.08
C 2.8002 6.2070 -3.0994  -0.10
C 2.4938 5.2832 -4.0977  -0.06
C 2.2657 3.9530 -3.7189  0.00
H 2.3999 4.3064 -0.3462  0.09
H 2.9672 6.6154 -0.9590  0.11
H 2.9920 7.2548 -3.3145  0.11
H 2.4719 5.5862 -5.1689  0.12
H 2.0190 3.2435 -4.4921  0.11
C 5.2007 2.0494 0.9041  0.01
N 4.2536 2.2262 2.0545  -0.12
C 4.2744 3.1928 2.9597  -0.08
C 3.2184 3.0924 3.7704  -0.01
N 2.5251 1.9940 3.2362  0.10
C 3.1440 1.4194 2.1768  -0.65
S 2.9467 -0.0210 1.2919  0.80
H 6.1818 2.2580 1.3430  0.10
H 4.8805 2.8185 0.1355  0.12
H 5.1719 1.0383 0.4943  0.05
H 5.1378 3.8969 2.8858  0.16
H 2.7458 3.6520 4.5131  0.11
H 1.7431 1.5948 3.6879  0.12